ORCA calculation (ωB97M-V/def2-TZVPD) on 5 unconnected molecules or ions with the total composition C37H83N6O8PSi.

## Properties
E_HOMO ... -7.9995 eV
SMILES ... C=CN(N)C[C@H](OCCCCCCCCC[Si](C)(C)c1ccccc1)P(=O)(O)O.COC[C@@H](C)N.COC[C@@H](C)N.COC[C@@H](C)N.COC[C@@H](C)N
Calculated total energy ... -3020.85726 Eh
2S+1 ... 1
Lowest unoccupied orbital energy ... 0.549 eV

Each line ends with the Mulliken charge.
Geometry (Å):
P: -4.479933 1.871476 1.986286  0.86
Si: 1.945315 2.054878 -3.857376  0.15
O: 7.358082 -3.722400 -2.541871  -0.38
O: -5.467376 2.230676 0.946743  -0.73
O: -4.923597 2.345719 3.453621  -0.56
O: -4.079024 -7.041036 2.332102  -0.37
O: 1.428858 -0.557240 8.342216  -0.30
O: -3.030687 2.493494 1.776257  -0.48
O: -3.290757 -0.233582 1.056477  -0.22
O: 0.283487 6.536611 -6.242736  -0.24
N: 2.891598 7.700695 -6.886704  -0.71
N: -2.155803 -0.408760 3.549246  0.31
N: 5.536743 -1.449737 -2.177912  -0.47
N: -1.619511 -1.580384 2.945256  -0.71
N: -4.271812 -4.283127 3.293290  -0.45
N: 0.447129 -3.182640 9.180234  -0.71
C: -1.689105 -0.275304 4.888902  -0.08
C: 7.068341 -4.849660 -1.741407  -0.63
C: 2.300901 2.522420 0.282642  -0.75
C: -2.986319 -0.718093 -1.263110  -0.04
C: -0.933271 2.249525 -4.327045  0.55
C: -3.943257 -0.792233 -0.079471  -0.58
C: 0.898941 0.525665 9.079925  -0.77
C: 6.381674 -3.388844 -3.505809  -0.88
C: 2.102531 3.891404 -4.247554  -0.99
C: -3.661873 -5.346063 4.103750  0.28
C: 0.441797 7.466062 -7.294157  -0.76
C: -0.295356 7.043225 -5.058291  -0.73
C: 2.276789 1.785028 -2.027318  0.39
C: 3.305636 1.149509 -4.792395  -1.09
C: 4.182673 -3.470175 -2.170146  -1.49
C: -2.923449 -0.464846 -4.505855  -0.13
C: 1.640007 8.411962 -7.159083  0.34
C: 2.034950 2.758323 -1.053599  -0.05
C: 3.074613 0.320572 -0.268374  -0.53
C: 1.464993 9.521170 -6.126331  -1.40
C: 0.879654 -1.898322 11.204210  -1.41
C: -3.233888 -1.796594 -2.332563  -0.97
C: -3.200459 1.038376 -4.529259  -0.54
C: 1.487963 -2.472624 9.928635  0.39
C: -2.149344 -5.164545 4.073746  -1.55
C: 2.828035 1.301534 0.679231  -0.58
C: 0.296672 1.326415 -4.398619  -0.48
C: 2.242514 -1.456476 9.065061  -0.76
C: -3.884034 -1.276857 -3.618647  -0.97
C: -2.105483 1.844919 -5.241714  -1.19
C: -2.802216 -7.417931 1.857142  -0.63
C: 5.166439 -2.623291 -2.972706  0.59
C: -4.154826 -6.741027 3.709824  -0.71
C: -0.406003 -0.177148 5.219404  -0.75
C: -4.158567 0.086349 2.132698  0.24
C: 2.796350 0.562277 -1.603755  0.04
C: -3.614902 -0.390740 3.491868  -1.38
H: 1.635251 9.157265 -5.113402  0.29
H: 6.567214 -5.630083 -2.323380  0.29
H: -3.636879 -7.513828 4.294711  0.41
H: 3.502828 -0.632117 0.016128  0.43
H: -0.035662 0.265845 9.583267  0.25
H: -1.783832 -5.009198 3.058120  0.31
H: -0.052314 -1.370812 11.002144  0.29
H: -1.300163 2.238561 -3.296097  0.18
H: 2.191753 10.311925 -6.308531  0.34
H: 0.689053 1.325433 8.370045  0.27
H: 4.269676 1.439745 -4.365696  0.31
H: -2.204639 -2.385973 3.153952  0.15
H: 4.014894 -4.441909 -2.638059  0.39
H: -2.183573 -6.554871 1.599630  0.23
H: 3.205235 0.068948 -4.656886  0.20
H: 2.109929 3.287130 1.025945  0.39
H: -4.158313 1.199612 -5.034915  0.37
H: 0.451846 7.501243 -4.405598  0.24
H: 0.367147 -0.200460 4.460659  0.28
H: 0.866763 -3.691377 8.408479  0.27
H: -1.881203 -4.277212 4.647746  0.37
H: 6.183657 -1.747215 -1.452510  0.26
H: -4.236017 -1.829398 0.131000  0.08
H: 2.234551 -3.214889 10.228970  0.38
H: 1.630227 3.722345 -1.343878  0.33
H: -2.276534 -2.255068 -2.592943  0.41
H: -0.736615 6.201709 -4.523929  0.20
H: 6.448609 -4.597319 -0.877539  0.22
H: 2.750442 7.106110 -6.074416  0.29
H: 4.636323 -2.258963 -3.859498  0.19
H: 1.616691 0.889660 9.821788  0.38
H: -4.034577 -1.382988 3.712407  0.32
H: -1.896460 -0.652832 -4.179383  -0.11
H: -3.317770 1.426576 -3.514060  0.19
H: 2.777758 4.012574 -5.096076  0.30
H: 8.018756 -5.238479 -1.377958  0.26
H: 3.096488 7.061456 -7.648138  0.28
H: 6.067784 -0.801031 -2.750989  0.26
H: -4.748474 -0.657310 -3.351910  0.38
H: -5.127467 -0.392843 1.955833  0.49
H: -2.271058 -8.029479 2.593544  0.29
H: 3.222928 -2.957554 -2.100288  0.29
H: -3.990231 -5.195230 5.136862  0.35
H: -0.640202 3.273776 -4.559959  -0.41
H: 1.745841 8.892055 -8.137274  0.42
H: -4.274146 -2.131180 -4.176113  0.38
H: -1.080333 7.773452 -5.278711  0.40
H: -5.218367 -6.802809 3.953385  0.35
H: -2.956846 -8.009138 0.955503  0.26
H: 3.286842 1.384051 -5.856659  0.40
H: -2.991559 -0.819777 -5.538222  0.50
H: -1.970988 -0.765498 -0.862069  0.38
H: -0.155114 -2.492023 8.740530  0.30
H: -5.279478 -4.292380 3.418468  0.28
H: 4.533040 -3.633890 -1.151001  0.33
H: -1.620579 -6.016474 4.503915  0.39
H: -2.457586 -0.276118 5.658976  0.29
H: 1.566305 -1.209897 11.700224  0.34
H: -2.556438 2.744346 -5.668153  0.42
H: -0.102057 -0.095965 6.254472  0.17
H: 2.791517 -2.012359 8.301082  0.32
H: -3.855750 -2.589438 -1.907902  0.48
H: -1.563415 -1.428764 1.950560  0.29
H: 0.098319 0.409454 -3.834522  0.06
H: 0.465979 9.958495 -6.173880  0.35
H: -1.731095 1.257502 -6.086292  0.40
H: -3.983723 0.286793 4.263433  0.68
H: 1.166314 4.410945 -4.441786  0.00
H: 6.065296 -4.290395 -4.049618  0.44
H: 0.599974 6.854559 -8.185932  0.31
H: -5.812552 2.719196 3.378102  0.34
H: -3.090850 0.274053 -1.708015  -0.02
H: -4.852735 -0.216213 -0.286603  0.40
H: 0.440818 1.008686 -5.440286  0.52
H: -3.106270 3.244773 1.170676  0.33
H: 6.898693 -2.740666 -4.217515  0.37
H: 3.011947 -0.223869 -2.317747  -0.03
H: 2.583559 4.378918 -3.394346  0.46
H: -4.127888 -4.515833 2.313960  0.24
H: 2.980468 -0.902425 9.662471  0.39
H: -0.489251 8.031198 -7.443359  0.40
H: 3.049490 1.112191 1.722420  0.41
H: 0.646972 -2.705638 11.897673  0.35

Cartesian forces (eV/Å) of the 2 atoms listed first:
-0.03 -0.09 -0.35
0.20 0.02 -0.02

=====

ORCA calculation (ωB97M-V/def2-TZVPD) on 7 unconnected molecules or ions with the total composition C37H84N4O7.

## Properties
E_HOMO ... -8.3662 eV
SMILES ... CC1(C)CCCC(C)(C)N1O.CC1(C)CCCC(C)(C)N1O.CC1(C)CCCC(C)(C)N1O.CC1(C)CCCC(C)(C)N1O.CO.O.O
Calculated total energy ... -2205.66177 Eh
Energy above the lowest of the compared OMol25 structures with the same formula, charge and spin ... 0.0 kJ/mol
2S+1 ... 1
Lowest unoccupied orbital energy ... 0.407 eV

Each line ends with the Mulliken charge.
Geometry (Å):
O: -0.285589 -1.252815 -1.624371  0.21
O: 6.862281 -2.908616 3.227984  -0.51
O: 0.384673 -2.717337 3.850292  -0.53
O: 1.529311 4.802961 1.394967  -0.56
O: -2.803681 -2.680351 4.502065  -0.54
O: -6.245600 -1.060096 0.508190  -0.42
O: -0.791155 -1.295226 1.668121  -0.52
N: 0.524885 -2.074615 -2.478247  -0.22
N: 5.891888 -1.876597 3.238051  0.33
N: -5.796032 0.223191 0.129926  0.22
N: 1.256944 3.974036 0.270310  0.68
C: 4.146553 -3.358856 4.362572  -1.45
C: 3.416104 4.483733 -0.786449  -1.97
C: 4.434849 -0.383731 1.950096  -0.73
C: 2.387238 -2.073965 -4.035651  -1.44
C: 4.967916 -2.089613 4.342126  1.57
C: 1.573132 -1.215886 -3.063200  2.77
C: -3.969898 -3.252190 3.935636  -0.58
C: -6.314838 2.558812 -0.241649  -1.25
C: 5.755065 -1.917358 5.673160  -1.96
C: -0.340367 2.565733 -0.961905  0.02
C: 2.516374 -0.728686 -1.956963  -2.62
C: -1.350628 -2.041362 -4.243433  -1.31
C: -3.536544 -0.658075 -0.038064  -1.59
C: -4.634443 0.157503 -0.749565  2.21
C: 6.714691 -1.010183 1.133652  -1.89
C: -1.080593 -3.840256 -2.431468  -1.89
C: -0.103287 3.438212 0.321500  1.99
C: -5.173760 2.605424 -1.247603  -1.02
C: 5.494794 -1.519012 1.871478  1.87
C: -7.806373 0.804763 -1.238290  -1.50
C: 0.125598 3.237414 -2.242001  -1.04
C: -6.911768 1.146545 -0.049452  1.47
C: -0.369958 -2.846488 -3.352013  1.90
C: 4.906678 -2.656636 1.009667  -1.62
C: -7.773518 1.247545 1.205716  -1.99
C: 1.563610 -2.899269 -5.037261  -0.72
C: 4.055474 -0.846646 4.372334  -1.44
C: 0.986168 0.001993 -3.788267  -1.41
C: 3.357623 -0.617857 3.030902  -0.13
C: -0.201221 2.402492 1.431124  -1.54
C: -4.073296 1.611277 -0.870176  -1.25
C: 1.895005 4.555501 -0.908024  1.52
C: 0.509559 -3.690878 -4.292368  -1.35
C: -1.188471 4.514856 0.406449  -1.84
C: -4.804804 -0.306174 -2.216038  -1.77
C: 1.491251 6.021076 -1.134054  -1.73
C: 1.573037 3.727584 -2.185914  -1.31
H: 4.007141 -3.134216 1.423156  0.26
H: 1.926470 -0.336898 -1.127854  0.17
H: 2.673312 -1.394632 2.692398  0.05
H: -5.268850 -1.302145 -2.204683  0.49
H: -7.187453 1.428512 2.103703  0.43
H: -7.078654 3.237937 -0.629207  0.47
H: 7.585147 -1.660209 1.269784  0.44
H: 0.413174 6.130095 -1.262850  0.33
H: -1.859891 -3.394159 -1.811894  0.20
H: -1.433226 -1.084421 -3.717996  -0.04
H: -2.928303 -0.090497 0.660290  0.19
H: -8.730027 1.387030 -1.262446  0.43
H: 1.892819 6.332982 -2.102058  0.45
H: 1.164285 -4.362229 -3.717464  0.34
H: -3.744857 -3.610526 2.929526  0.25
H: 3.118923 -1.446978 -4.547663  0.43
H: 6.702629 -0.996179 0.041903  0.32
H: 2.176835 2.823902 -2.035790  0.16
H: 2.297426 -3.415359 -5.655713  0.46
H: 0.539040 -0.245976 -4.753745  0.32
H: 4.651334 0.049777 4.547334  0.37
H: -2.079947 4.158010 0.924490  0.42
H: 2.805798 0.322681 3.110274  0.34
H: 2.938353 -2.840641 -3.475447  0.34
H: 3.299199 -0.932507 5.154805  0.50
H: -3.672968 1.925215 0.097666  0.39
H: -4.790096 -2.521244 3.927486  0.25
H: -0.818651 5.419642 0.889648  0.37
H: 1.102222 -2.154329 -5.704766  0.28
H: -0.365867 -2.888045 4.434283  0.27
H: 7.685444 -2.464678 3.458598  0.35
H: -4.712750 3.598194 -1.180699  0.36
H: -1.425526 2.499624 -1.066293  -0.53
H: -8.343994 0.319817 1.290928  0.38
H: 6.371312 -1.022408 5.559854  0.48
H: -2.856192 -1.161930 -0.730211  -0.03
H: -5.475076 2.519481 -2.293474  0.41
H: 4.539098 -2.210078 0.087817  0.33
H: -4.415563 -4.048536 4.534346  0.28
H: -1.509675 4.843789 -0.585434  0.31
H: 5.123901 -1.763218 6.545015  0.38
H: -3.274085 1.609051 -1.610246  0.39
H: 0.609357 1.676605 1.330417  0.24
H: 4.831866 -4.195123 4.202412  0.38
H: -0.146836 -4.233190 -4.971924  0.47
H: -7.317571 0.943892 -2.201584  0.32
H: -8.461050 2.078410 1.049852  0.40
H: -0.144395 2.834860 2.434116  0.50
H: 3.809168 -0.392406 1.051746  -0.20
H: -3.990372 -1.505423 0.477829  0.55
H: 5.608807 -3.488111 0.944323  0.41
H: 0.057310 1.562441 -0.821335  0.03
H: 3.497869 -3.374989 3.478647  0.03
H: 0.257186 0.556647 -3.200453  -0.31
H: 3.348220 -0.120496 -2.296803  0.48
H: -0.090060 -1.808560 2.100827  0.18
H: -0.606876 -0.379752 1.911387  0.30
H: 1.849785 4.224621 -3.111488  0.53
H: 1.729209 0.756192 -4.071606  0.55
H: -0.089250 2.629955 -3.120268  0.70
H: 4.910450 0.594048 2.019142  0.37
H: -0.446840 4.164465 -2.386008  0.46
H: 6.936571 -0.004153 1.498512  0.42
H: 3.928008 4.904268 -1.650452  0.34
H: 0.923238 -3.515637 3.904414  0.27
H: -6.809704 -1.395845 -0.210594  0.35
H: -5.941509 2.961184 0.701067  0.37
H: -8.159534 -0.232202 -1.195484  0.32
H: -2.376142 -2.414792 -4.185516  0.51
H: -0.006446 -1.570323 -0.755369  0.21
H: -1.639722 -4.588025 -3.003541  0.46
H: -0.303048 -4.348687 -1.864904  0.45
H: 6.450385 -2.745358 5.827755  0.38
H: -2.377266 -2.156831 3.814599  0.32
H: -5.496651 0.292816 -2.799705  0.35
H: 3.669670 5.173303 0.030076  0.49
H: 1.863848 6.649218 -0.328665  0.38
H: 2.961423 -1.648262 -1.552846  0.48
H: -1.081703 -1.940109 -5.289438  0.27
H: 3.780787 3.491527 -0.529069  0.33
H: -1.116343 1.818938 1.306013  0.03
H: -3.797103 -0.412804 -2.607547  0.19
H: 2.057576 4.231009 1.962699  0.34
H: 3.510596 -3.458883 5.237524  0.43

Cartesian forces (eV/Å) of the 2 atoms listed first:
0.28 -0.32 0.05
-0.04 -0.40 -0.16